# 1
{
  "formula": "C19H22BrN3O2S",
  "method": "ωB97M-V/def2-TZVPD",
  "energy_ha": -4023.543251,
  "orbital_gap_ev": 6.80,
  "homo_energy_ev": -6.98,
  "species": ["C", "H", "H", "H", "C", "N", "C", "H", "C", "O", "C", "C", "C", "C", "C", "C", "Br", "H", "H", "C", "C", "N", "C", "N", "C", "O", "C", "H", "H", "C", "H", "H", "C", "H", "H", "S", "H", "H", "H", "C", "C", "H", "H", "H", "H", "H", "H", "H"],
  "coordinates": [[-3.415, -4.122, 0.192], [-2.958, -4.330, 1.112], [-3.997, -4.820, -0.211], [-2.563, -4.180, -0.599], [-4.155, -2.951, -0.087], [-3.459, -1.817, 0.756], [-2.282, -1.469, 0.200], [-1.637, -0.703, 0.607], [-2.376, -0.544, -1.397], [-2.310, 0.788, -1.141], [-1.326, 1.715, -0.679], [-0.036, 1.203, -0.750], [1.094, 1.802, -0.292], [0.782, 3.366, 0.269], [-0.558, 3.681, 0.042], [-1.598, 2.794, -0.155], [-3.293, 3.248, -0.306], [-0.864, 4.640, 0.555], [1.655, 4.029, 0.520], [2.336, 1.422, -0.081], [2.294, 0.072, -0.767], [3.295, -0.637, -0.648], [4.527, -0.092, -0.381], [4.611, 1.101, 0.216], [3.621, 2.131, -0.036], [3.912, 3.097, 0.630], [6.063, 1.187, 0.360], [6.128, 2.091, 1.268], [6.387, 1.969, -0.318], [6.767, -0.038, 0.494], [7.780, 0.158, 0.046], [6.677, -0.407, 1.317], [5.897, -0.840, -0.465], [5.779, -2.044, -0.184], [6.193, -0.939, -1.514], [0.793, -0.245, -1.085], [-3.251, -0.790, -1.951], [-1.522, -0.835, -1.723], [-1.630, -2.203, -0.140], [-4.300, -0.540, 1.404], [-5.068, 0.021, 0.558], [-5.832, 0.903, 1.227], [-4.714, 0.586, -0.355], [-5.917, -0.718, -0.033], [-4.866, -1.062, 2.051], [-3.325, -0.027, 1.747], [-5.031, -2.970, 0.670], [-4.310, -2.684, -0.941]],
  "forces_ev_per_a": [[4.78, -0.25, -3.49], [-0.10, 0.04, 1.48], [-2.35, -4.04, -0.83], [-0.74, 0.12, 1.34], [-0.07, 2.38, 15.28], [-2.12, 0.04, 0.86], [0.59, 3.97, -4.28], [-0.20, 0.13, 1.28], [-2.49, -0.81, 5.41], [-1.21, 4.97, 0.65], [0.68, -12.78, -4.32], [4.44, -0.81, 0.55], [-4.23, 12.59, 4.14], [-1.01, -3.42, -3.13], [3.13, 3.52, 4.48], [-0.33, 5.59, 1.17], [-3.77, 1.92, 0.45], [0.19, -0.66, -1.16], [-1.36, -0.68, -0.13], [2.63, -3.20, -4.41], [1.25, 7.68, 4.56], [8.24, -5.13, -1.79], [-3.89, -3.05, 0.27], [1.74, -3.40, -3.60], [-0.24, -2.15, 5.76], [-0.44, 2.94, -1.45], [-1.00, 10.51, 4.23], [0.26, -2.99, -1.43], [0.50, -0.71, -1.19], [1.73, 2.56, -10.98], [-0.71, -0.73, 1.11], [-0.14, -4.19, 9.69], [-2.20, -3.92, 0.21], [0.06, 3.26, -0.43], [0.17, 0.61, 0.10], [-6.09, -6.10, -3.40], [-0.50, 0.03, -0.55], [5.11, -2.38, -3.24], [0.85, -2.07, -0.15], [11.17, -6.35, 3.09], [-11.38, 7.28, -9.07], [2.06, -2.48, -2.14], [0.23, -0.39, 1.41], [2.11, 1.69, 2.13], [-1.27, -1.36, 3.36], [-2.15, -0.18, 0.21], [0.17, -0.30, -2.17], [-2.08, 2.69, -9.86]],
  "mulliken_charge": [-1.678, 0.377, 0.575, 0.287, -0.410, -0.040, -1.024, 0.711, -0.998, -0.478, 0.434, 1.175, -0.873, -0.912, -0.706, 0.491, -0.094, 0.280, 0.329, 0.197, 0.746, -0.645, 0.284, 0.225, 0.490, -0.650, -0.907, 0.328, 0.422, -0.460, 0.210, 0.461, -0.642, 0.241, 0.272, -0.469, 0.466, 0.561, 0.318, -0.462, -0.571, 0.200, 0.152, 0.190, 0.390, 0.218, 0.420, 0.571]
}

=====

# 2
{
  "formula": "C12H7N2O5PbS",
  "method": "ωB97M-V/def2-TZVPD",
  "total_charge": 3,
  "energy_ha": -1536.924851,
  "orbital_gap_ev": [6.78, 5.65],
  "homo_energy_ev": [-19.44, -19.41],
  "species": ["O", "C", "Pb", "O", "C", "C", "O", "C", "O", "C", "O", "H", "N", "C", "N", "C", "C", "C", "C", "C", "C", "S", "H", "H", "H", "H", "H", "H"],
  "coordinates": [[-3.752, 3.929, -3.123], [-3.106, 2.978, -3.093], [-0.346, -1.004, -1.846], [-3.672, -2.279, -0.596], [-2.736, -1.875, -1.115], [0.724, -2.947, -1.525], [1.503, -3.752, -1.245], [1.711, 0.160, -2.677], [2.787, 0.202, -3.041], [-1.092, -1.348, -4.274], [-1.371, -1.673, -5.343], [0.575, 0.834, -2.623], [-2.743, 1.061, 0.717], [-1.491, 0.870, 1.241], [-0.497, 0.338, 0.560], [0.656, 0.273, 1.370], [1.892, -0.251, 0.951], [2.898, -0.401, 1.927], [2.705, -0.004, 3.256], [1.474, 0.546, 3.632], [0.448, 0.690, 2.704], [-1.195, 1.243, 2.933], [-3.354, 1.663, 1.265], [-2.754, 1.379, -0.191], [2.064, -0.522, -0.107], [3.857, -0.839, 1.619], [3.522, -0.132, 3.981], [1.293, 0.857, 4.645]],
  "forces_ev_per_a": [[2.11, -3.10, 0.03], [-2.07, 3.03, 0.02], [-2.36, 2.42, 0.86], [3.04, 1.42, -1.75], [-3.78, -1.94, 1.97], [4.98, -7.06, 1.72], [-3.42, 3.66, -1.25], [-1.19, 0.42, 0.05], [0.16, 0.65, -0.25], [-1.29, -1.82, -5.45], [1.07, 1.45, 4.36], [2.58, 0.68, -0.87], [1.71, 0.10, 3.09], [-1.78, 0.23, 0.29], [2.21, -0.12, 0.59], [-1.68, -0.50, -2.27], [1.20, -0.22, 0.90], [-0.36, -0.51, -3.02], [-0.72, 0.56, 1.12], [-0.22, 0.25, 0.30], [0.11, 0.08, 1.24], [0.66, -0.19, -0.07], [-0.16, -0.39, 0.24], [-0.08, 0.39, -2.91], [0.03, 0.12, 0.78], [-0.40, 0.25, 0.22], [-0.51, 0.11, -0.27], [0.14, 0.02, 0.31]],
  "mulliken_charge": [-0.117, 0.118, 0.969, -0.038, 0.142, 0.329, -0.019, 0.242, -0.075, 0.212, -0.024, 0.190, -0.330, 0.415, -0.299, 0.879, -0.408, -0.603, -0.623, -0.362, 0.533, -0.030, 0.350, 0.178, 0.008, 0.445, 0.452, 0.466]
}

=====

# 3
{
  "formula": "C3H6N2",
  "method": "ωB97M-V/def2-TZVPD",
  "energy_ha": -227.310486,
  "orbital_gap_ev": 10.37,
  "smiles": "C=NN1CC1",
  "homo_energy_ev": -9.09,
  "de_lowest_kcal_mol": 71.8,
  "species": ["C", "N", "N", "C", "C", "H", "H", "H", "H", "H", "H"],
  "coordinates": [[1.010, -1.526, -0.871], [0.475, -0.347, -0.995], [-0.659, -0.142, -0.236], [-0.299, 0.441, 1.032], [-0.854, 1.281, -0.019], [1.993, -1.645, -1.340], [0.467, -2.223, -0.222], [0.790, 0.578, 1.333], [-0.920, -0.012, 1.823], [-0.121, 1.979, -0.481], [-1.883, 1.616, -0.025]],
  "forces_ev_per_a": [[-1.22, 2.46, 0.12], [2.31, -2.06, -0.93], [0.12, 0.05, -0.56], [0.64, -0.69, 2.67], [-0.11, 1.33, -0.53], [-0.63, -0.42, 0.11], [0.63, -0.36, -0.24], [-1.48, -0.31, -0.75], [0.37, 0.76, -0.15], [-0.67, -0.75, 0.15], [0.04, -0.02, 0.12]],
  "mulliken_charge": [-0.347, -0.426, -0.145, -0.343, -0.302, 0.273, 0.336, 0.249, 0.215, 0.256, 0.233]
}